Computed, not measured: a 12-piece molecular cluster, C58H123Br3N14O2 overall, with ωB97M-V with the def2-TZVPD basis set.

CARTESIAN COORDINATES (ANGSTROEM)
Br (-3.69, -0.87, 3.58)
Br (2.94, 3.56, 1.01)
Br (-2.37, -1.77, -4.46)
O (-5.06, 0.13, -4.63)
O (-2.38, 2.12, 3.21)
N (-0.25, 3.89, 8.50)
N (3.12, -2.75, 8.68)
N (1.05, 3.35, 6.88)
N (-2.99, 4.90, 1.99)
N (0.14, 0.20, -7.64)
N (3.05, -1.80, 10.62)
N (7.14, -1.52, 4.07)
N (-3.88, -3.45, -0.19)
N (5.65, -0.37, 3.05)
N (2.93, -7.40, -5.20)
N (-0.47, 0.35, -0.62)
N (-2.38, -4.67, 0.68)
N (2.46, -5.43, -4.46)
N (-5.95, 2.34, -6.68)
C (0.92, -3.46, -4.45)
C (3.33, -0.87, 11.68)
C (1.21, 1.68, -1.71)
C (-3.56, -4.11, 0.89)
C (0.96, 2.03, -6.02)
C (9.55, -2.00, 4.39)
C (-1.31, 0.57, -7.41)
C (-2.08, -0.35, -8.35)
C (2.01, -6.32, -3.51)
C (1.43, 2.62, 7.98)
C (-1.20, 4.68, 9.28)
C (5.60, -1.64, 2.53)
C (-3.19, 6.37, 2.08)
C (2.31, -7.55, -3.99)
C (0.21, -0.20, -9.12)
C (-0.08, -0.27, -1.93)
C (0.79, -0.70, 2.92)
C (-2.05, -4.55, -0.64)
C (-5.14, -2.71, -0.36)
C (-0.29, -0.19, 1.93)
C (3.51, -3.02, 7.29)
C (1.07, 1.34, -7.38)
C (-2.99, -3.75, -1.18)
C (6.62, -0.31, 3.90)
C (-6.00, 2.24, -5.17)
C (-5.56, 1.07, -7.32)
C (8.19, -1.83, 5.05)
C (1.60, 3.42, -6.15)
C (-1.56, 4.62, 1.63)
C (2.13, -3.36, 9.42)
C (-1.11, -0.91, -9.42)
C (-5.32, -2.08, -1.71)
C (1.62, 4.24, -4.86)
C (0.55, -0.93, -6.75)
C (-3.63, 2.82, 3.35)
C (-1.93, 0.42, -0.42)
C (0.03, -0.55, 0.50)
C (0.13, 1.75, -0.61)
C (1.32, 0.24, -2.12)
C (-3.37, 4.28, 3.35)
C (1.70, 4.53, 4.84)
C (4.87, 0.82, 2.61)
C (2.13, -2.84, 10.65)
C (3.24, -8.51, -6.12)
C (0.24, -0.69, 4.37)
C (1.70, 3.19, 5.55)
C (2.95, -2.09, 6.22)
C (6.49, -2.36, 3.23)
C (-3.97, 4.45, 0.98)
C (2.94, -6.11, -5.48)
C (3.63, -1.80, 9.45)
C (2.35, -3.97, -4.34)
C (0.62, 2.94, 9.00)
C (-4.84, 1.51, -4.53)
C (0.04, 4.11, 7.24)
C (-1.58, -5.36, 1.71)
C (-7.35, 2.63, -7.11)
C (-5.08, 3.51, -7.10)
H (0.31, -3.62, -3.56)
H (-5.08, 3.44, -8.18)
H (2.07, 0.94, -7.51)
H (-2.60, 4.63, 4.04)
H (-0.31, 0.88, 2.14)
H (0.56, 1.89, 0.38)
H (7.90, -2.63, 5.73)
H (-4.10, 3.30, -6.68)
H (0.36, -3.87, -5.29)
H (0.60, -1.57, 4.90)
H (-7.41, 2.84, -8.17)
H (-4.90, 1.84, -3.47)
H (-0.70, 5.49, 9.82)
H (0.56, 0.20, 4.91)
H (0.29, 0.76, -9.63)
H (-5.26, -2.06, 0.51)
H (2.11, 4.55, 3.83)
H (-4.96, 4.49, 1.42)
H (10.25, -2.36, 5.15)
H (0.67, 4.87, 4.65)
H (2.64, -0.03, 11.65)
H (-0.85, -0.75, 4.41)
H (8.26, -0.96, 5.72)
H (-1.55, 0.55, -6.35)
H (4.47, -1.15, 9.23)
H (0.86, 2.11, -8.12)
H (-0.69, 2.43, -0.79)
H (-3.14, 6.78, 1.08)
H (1.09, 2.48, 5.00)
H (2.08, -8.54, -3.63)
H (-1.48, 3.54, 1.53)
H (-1.00, 4.90, 2.51)
H (2.12, -1.52, 6.62)
H (-4.18, 2.51, 4.25)
H (-6.00, 3.28, -4.84)
H (6.73, -3.41, 3.15)
H (-2.57, 1.19, 3.52)
H (-1.78, 4.07, 9.96)
H (2.65, -2.65, 5.34)
H (1.03, 3.98, -6.89)
H (-3.82, 1.80, -4.81)
H (1.59, -3.17, 11.52)
H (-4.28, 2.50, 2.53)
H (2.11, 5.33, 5.47)
H (2.26, 3.81, -4.10)
H (1.64, -4.27, 9.10)
H (-5.53, 4.46, -6.82)
H (-3.69, 3.45, 0.66)
H (6.90, 0.56, 4.48)
H (4.35, -0.50, 11.67)
H (3.69, -1.34, 5.92)
H (0.08, -1.78, -7.25)
H (-3.96, 5.04, 0.07)
H (4.18, 0.59, 1.80)
H (2.00, 5.23, -5.10)
H (2.34, -8.96, -6.50)
H (-1.44, -4.67, 2.53)
H (-6.29, -1.62, -1.90)
H (2.72, 2.87, 5.72)
H (-1.23, -0.61, 2.25)
H (3.16, -1.34, 12.65)
H (-1.85, 5.24, 8.61)
H (0.50, 2.73, 10.05)
H (-1.02, -1.98, -9.24)
H (9.99, -1.04, 4.13)
H (2.00, -0.34, -1.48)
H (-2.50, -1.17, -7.76)
H (0.62, 4.40, -4.45)
H (-6.19, 0.32, -6.85)
H (3.97, -8.17, -6.84)
H (1.59, -6.00, -2.58)
H (-6.93, 1.79, -4.84)
H (-1.17, -5.05, -0.99)
H (3.31, -4.08, 7.09)
H (2.10, 2.25, -1.47)
H (0.78, 2.29, -2.52)
H (-2.46, 6.83, 2.74)
H (-2.98, 0.12, -8.76)
H (-4.00, -4.04, 1.87)
H (-2.16, 0.80, 0.58)
H (1.62, -1.08, -6.80)
H (-0.19, -1.35, -1.95)
H (4.60, -3.12, 7.32)
H (1.72, 0.04, -3.12)
H (0.03, 1.91, -5.46)
H (1.63, 1.46, -5.35)
H (1.74, -0.16, 2.90)
H (1.10, -0.68, 0.33)
H (5.60, 1.59, 2.38)
H (-5.93, -3.47, -0.33)
H (-4.60, -1.30, -1.97)
H (3.04, -3.50, -5.05)
H (-4.16, 6.57, 2.55)
H (-4.52, 0.76, -7.27)
H (-0.78, 0.14, -2.66)
H (-2.15, -6.20, 2.10)
H (0.94, -2.37, -4.48)
H (2.73, -3.68, -3.36)
H (-2.40, 0.93, -1.25)
H (-0.39, 4.82, 6.55)
H (-1.35, 1.57, -7.86)
H (4.95, -1.88, 1.72)
H (-4.22, -0.40, -4.54)
H (-1.40, -0.62, -10.42)
H (-3.19, -3.45, -2.18)
H (-1.26, 5.13, 0.72)
H (1.07, -1.74, 2.68)
H (-0.44, -1.50, 0.25)
H (1.16, -0.73, -9.20)
H (-5.82, 1.08, -8.38)
H (-8.01, 1.80, -6.84)
H (3.80, -9.24, -5.53)
H (-5.28, -2.85, -2.49)
H (-0.67, -5.69, 1.23)
H (-7.72, 3.47, -6.53)
H (-2.39, -0.58, -0.37)
H (0.14, -0.89, -5.73)
H (2.62, 3.36, -6.52)
H (2.17, 1.84, 7.88)
H (4.22, 1.13, 3.42)
H (-4.29, 4.84, 3.53)
H (3.51, -5.73, -6.31)
H (9.49, -2.80, 3.66)

Computed properties:
- calculated total energy (hartree) = -10920.7763
- total charge = +6
- highest occupied orbital energy (Ha) = -0.6140
- max |F| (eV/Å) = 2.530
- frontier orbital gap (eV) = 6.7913